No. 1
The following is a DFT calculation (ωB97M-V with the def2-TZVPD basis set) of the molecule C19H16N4O4S.

```
44
Properties=species:S:1:pos:R:3:forces:R:3:mulliken_charge:R:1
C 3.68487 1.50859 -2.38723 2.323 -2.157 0.583 -1.652
C 2.39311 1.05409 -1.90212 -1.775 -2.652 -0.270 1.191
C 1.41527 0.84853 -2.87770 -1.206 0.404 1.700 -0.732
C 0.17285 0.31493 -2.44453 -0.010 0.821 -0.188 -0.501
S -1.37625 0.25400 -3.46209 -3.159 1.065 0.227 1.234
C -1.23335 -1.44484 -4.09835 0.490 -1.186 0.562 -1.066
O -2.62528 0.32817 -2.63663 3.106 -1.041 -0.501 -0.618
O -1.46702 1.27931 -4.51364 1.781 -1.756 0.850 -0.650
C 0.00528 -0.01218 -1.10324 -3.596 -0.461 -1.295 -0.127
C 0.96169 0.09570 -0.14010 0.318 0.500 0.084 0.633
C 0.71062 -0.12622 1.27169 1.600 -0.480 1.687 0.407
N -0.23745 -0.96501 1.81021 0.587 0.857 -1.094 -0.069
C -1.59452 -0.75529 1.73579 -3.996 -3.019 -1.226 -0.516
C -2.39729 -1.96374 1.53082 -0.933 1.221 -0.609 -0.417
C -3.73735 -1.81883 1.18120 -1.114 0.900 0.681 -0.670
C -4.39396 -0.54262 1.28911 0.771 -1.033 -0.156 -0.312
C -3.62486 0.60498 1.48354 -0.344 -1.316 0.627 0.038
C -4.16548 1.91332 1.57641 -2.602 4.449 -0.749 -0.166
N -4.66867 2.98959 1.51600 1.978 -3.983 0.465 -0.543
C -2.26885 0.45295 1.70997 1.771 -1.474 -0.528 0.363
C 1.69317 0.23161 2.17244 1.094 0.291 -0.467 0.113
C 1.62171 -0.10076 3.64944 -1.118 -2.394 0.812 0.406
N 2.64909 -0.77675 4.21670 3.109 2.061 -7.066 -0.453
O 0.59587 -0.15895 4.31986 -1.336 1.441 -0.754 -0.687
C 3.01414 0.62848 1.68869 1.653 0.515 -0.140 -0.045
O 3.99653 0.79015 2.42287 -0.603 -0.007 -0.156 -0.819
N 3.23864 0.81163 0.31666 -1.855 -0.381 0.700 -0.129
C 2.19226 0.59135 -0.57975 1.287 1.522 -0.058 -0.067
H 4.47976 1.23962 -1.60501 -0.773 1.305 -1.390 0.342
H 3.49096 2.52028 -2.63754 1.144 1.204 -0.410 0.387
H 4.01176 0.84380 -3.24044 -0.455 1.189 0.523 0.362
H 1.60283 1.33240 -3.82118 -0.302 -0.420 -0.534 0.457
H -0.33311 -1.58779 -4.73269 -0.515 0.371 0.470 0.360
H -1.24655 -2.24582 -3.28983 0.449 1.521 -0.411 0.329
H -2.10939 -1.74743 -4.64462 -0.503 0.632 -0.592 0.442
H -1.07496 -0.23749 -0.84319 1.460 0.011 -0.034 0.254
H 0.04294 -1.19813 2.72983 0.004 -0.406 1.183 0.351
H -2.10154 -3.01165 1.54705 0.948 0.499 0.038 0.416
H -4.39261 -2.68265 0.87929 0.978 0.840 0.616 0.339
H -5.47825 -0.54426 1.29243 0.127 0.373 -0.425 0.468
H -1.57462 1.22740 1.73596 0.512 2.018 0.328 0.639
H 3.53280 -0.45536 3.71042 -0.788 -0.858 1.751 0.249
H 2.53866 -0.84189 5.13620 -0.015 -0.456 4.676 0.265
H 4.05654 1.35681 0.03733 -0.494 -0.529 0.490 0.194
```
Positions in Å, forces in eV/Å.

Results
* total charge: 0
* orbital gap: 8.26 eV
* E_LUMO: -0.9 eV
* HOMO: -9.15 eV

---

No. 2
The following is a DFT calculation (ωB97M-V with the def2-TZVPD basis set) of the molecule C7H9NO3.

```
20
Properties=species:S:1:pos:R:3:forces:R:3:mulliken_charge:R:1
C -2.34026 -0.01783 0.31987 -1.308 -2.524 0.082 -0.322
C -1.91027 -1.34354 0.11976 2.695 2.688 0.587 -0.858
C -1.69733 1.09724 -0.00924 1.911 3.273 -0.546 -0.299
C -0.57996 -1.63616 0.24424 0.283 -2.268 -1.844 -0.440
C -0.75001 1.02336 -1.02896 -2.630 3.362 -0.054 -0.033
C 0.51105 -0.73505 -0.04239 0.823 -0.420 -0.601 0.654
C 2.64461 -0.18979 1.06403 -0.454 0.091 -4.263 -0.709
N 0.81231 -0.27386 -1.24608 3.092 -2.042 2.091 0.074
O 1.84388 0.39270 -1.50676 0.222 -0.302 -0.430 -0.448
O -0.00804 2.06768 -1.47211 -0.229 2.241 1.558 -0.469
O 1.33172 -0.76243 1.00982 0.261 0.621 0.248 -0.294
H -3.16054 -0.00305 0.96345 -1.635 0.479 0.690 0.367
H -2.67475 -1.98465 0.24514 -1.963 -2.874 0.471 0.535
H -1.91919 2.04911 0.55720 0.554 -0.948 -0.825 0.210
H -0.12427 -2.67878 0.32189 -1.176 1.267 0.129 0.263
H -0.83621 0.31031 -1.83012 -0.868 0.060 0.070 0.551
H 2.63116 0.89192 0.94239 -0.108 -0.019 0.052 0.272
H 3.25528 -0.63954 0.21445 -0.484 0.598 1.284 0.308
H 2.96835 -0.46071 1.98448 1.317 -0.762 2.674 0.290
H 0.00248 2.89307 -0.85105 -0.301 -2.522 -1.373 0.348
```
Positions in Å, forces in eV/Å.

Results
* total charge: 0
* multiplicity: 3
* orbital gap (alpha / beta): 6.38 / 7.40 eV
* E_LUMO (alpha / beta): 0.7 / -0.9 eV
* HOMO (alpha / beta): -5.69 / -8.29 eV

---

Q: total charge of number 2 (C7H9NO3)?
A: 0